DFT (ωB97M-V/def2-TZVPD) results for C46H40AsN5O3SbSe4Ti as an isolated structure.

Structure (XYZ):
```
101
C46H40AsN5O3SbSe4Ti (ωB97M-V/def2-TZVPD)
Sb 1.0088 -3.5729 -3.4995
Se -0.9351 -3.1771 -4.9691
Se -0.8449 -3.5855 1.3659
Se 3.1113 -2.7286 -4.5770
Se 0.0456 -3.0123 -0.9923
As -0.5950 1.1594 -1.5927
Ti -0.4670 -1.3121 0.7949
O 0.1990 -0.0428 -0.7509
O -2.3254 -1.1792 0.2672
O -1.0568 -1.2668 2.7353
N 3.1947 -0.3321 -0.7645
N -0.3475 1.2274 2.8141
N -0.9006 1.1695 1.5903
N 1.4758 -0.8863 1.5927
N 3.2144 0.8178 -0.0699
C 1.8746 0.0374 2.4987
C 3.6704 0.9191 3.9431
C -2.5865 -0.4681 -2.7190
C 3.3666 1.7638 -0.9753
C 3.1484 -1.6015 -0.1099
C -0.0522 2.1271 -5.6108
C -3.3780 -1.5678 0.9617
C 1.5606 1.9554 4.0019
C 0.0550 1.1749 -3.4086
C 1.0616 1.0589 3.0626
C 0.6290 1.0163 -6.1129
C -0.3268 3.0112 -1.0856
C -2.2052 1.3241 1.7938
C 3.8242 -2.6448 -0.7193
C -5.6384 -2.4888 2.3277
C 3.8432 -3.9130 -0.1578
C -3.8220 -0.7716 -3.2615
C -1.1540 3.7181 -0.2184
C -0.8956 5.0499 0.0626
C -0.3453 2.2051 -4.2630
C 3.4502 1.2305 -2.2775
C -4.6529 -1.4105 0.4174
C 2.4435 -1.7972 1.0839
C 0.7145 0.0720 -3.9092
C -5.7741 -1.8680 1.0940
C 3.2545 -4.0849 1.0927
C -2.4172 0.7436 -2.0556
C 3.3583 2.8971 5.5033
C 3.2049 0.0447 2.9926
C 2.5892 -3.0362 1.7050
C 1.0066 -0.0090 -5.2684
C -4.8833 0.1187 -3.1321
C 1.0095 4.9918 -1.3943
C -3.4602 1.6491 -1.9405
C -3.2290 -2.1969 2.2201
C -4.3667 -2.6464 2.8723
C 4.4417 -5.0648 -0.9143
C -1.7369 -3.2437 4.0119
C 0.7572 3.6541 -1.6711
C -1.2732 1.4143 3.7618
C -2.5022 1.5058 3.1436
C -4.7054 1.3253 -2.4725
C -1.8359 -2.3842 2.7722
C 2.8561 1.9150 4.4813
C 0.1857 5.6901 -0.5274
C 3.3426 -0.1265 -2.0914
H 3.8514 3.7595 5.0433
H -5.5334 2.0155 -2.3622
H -6.5080 -2.8542 2.8604
H -5.8548 -0.1370 -3.5358
H 3.8831 -0.6946 2.5883
H 3.4176 2.7929 -0.6541
H 0.3815 6.7331 -0.3129
H 0.9961 -0.7438 -3.2453
H 3.5739 1.7449 -3.2151
H -2.1566 -4.2347 3.8352
H -3.9310 -1.7073 -3.7956
H -3.4674 1.6107 3.6048
H -1.9993 3.2402 0.2522
H 0.8506 0.9522 -7.1694
H -0.6833 -3.3313 4.2818
H 4.7020 0.8332 4.2699
H 4.6474 -5.9058 -0.2512
H -2.2643 -2.7781 4.8560
H -0.9979 1.4088 4.8018
H -4.7379 -0.9403 -0.5551
H -1.7782 -1.1966 -2.8109
H 3.3345 -0.9482 -2.7952
H -0.3642 2.9226 -6.2762
H -4.2636 -3.1338 3.8358
H -6.7542 -1.7475 0.6474
H 3.7521 -5.3996 -1.6963
H 2.0991 -3.1730 2.6640
H 5.3624 -4.7752 -1.4224
H 4.0853 2.4312 6.1724
H 3.2841 -5.0559 1.5746
H 1.4104 3.1162 -2.3440
H -1.5365 5.5806 0.7551
H 4.3160 -2.4810 -1.6726
H -0.8916 3.0627 -3.8825
H -3.3191 2.6029 -1.4477
H 1.5175 -0.8939 -5.6305
H 1.8545 5.4802 -1.8620
H 2.5407 3.2809 6.1172
H -2.8874 1.2737 0.9571
H 0.8843 2.7224 4.3674
```

Calculated values
Molecular weight (g/mol): 1271.2
DFT total energy (eV): -413825.5540
Total charge: -2
2S+1: 2
LUMO energy (alpha / beta) (eV): 3.842 / 3.591



DFT (ωB97M-V/def2-TZVPD) results for a 2-piece molecular cluster, C21H30BN4O6 overall.

Structure (XYZ):
```
62
C21H30BN4O6 (ωB97M-V/def2-TZVPD)
O 2.4714 -1.4347 0.9297
O 2.0618 7.4852 -1.2310
O 3.7218 7.8778 0.0653
O -3.2535 4.6713 2.0271
O 0.4208 1.1641 0.1678
O 3.9250 2.6622 -3.0617
N -1.6070 -3.8204 -0.4592
N 3.7902 0.2216 2.2589
N 2.5897 8.1222 -0.0812
N -4.2215 2.7831 1.1667
C -1.1373 -4.8487 0.5614
C -0.4771 3.9223 1.3533
C 0.6282 4.2707 0.3156
C -0.3366 -1.7622 -0.8556
C 3.7832 1.4001 -0.9764
C 1.4404 1.7937 -0.0454
C 0.8387 5.6956 -0.0307
C -2.6433 -4.3826 -1.3888
C -1.6054 -7.2526 -0.2057
C 3.4761 2.5948 -1.9463
C 1.5155 3.3161 -0.3478
C -1.7328 3.1814 0.7590
C 1.8922 6.1001 -0.9801
C -1.0397 -1.6789 0.4813
C -2.2065 -2.6225 0.2981
C -3.0972 3.6639 1.3776
C -0.4185 -3.2319 -1.2453
C 2.7739 5.1271 -1.6594
C 2.5703 3.7154 -1.3210
C -0.5728 -6.1372 -0.0372
C 2.8246 1.0411 -0.0677
B 3.0118 -0.1277 1.0214
H 3.1596 0.8735 2.7583
H 0.2517 6.5270 0.4258
H 4.5979 0.7961 1.9865
H -1.8248 3.2981 -0.3602
H -2.2946 -7.0608 -1.0280
H -3.9826 2.0195 0.5341
H -1.9826 -5.0604 1.2201
H 4.7623 0.8524 -1.0217
H -1.6373 2.0931 1.0449
H 3.5661 5.4798 -2.3551
H 0.6932 -1.4103 -0.8033
H -2.9723 -2.1712 -0.3343
H -1.1016 -8.1958 -0.4215
H 0.4854 -3.7686 -0.9609
H -2.1919 -7.3885 0.7055
H -0.3853 -2.0199 1.2881
H -2.1677 -5.1118 -2.0409
H -0.3643 -4.3534 1.1512
H -3.0434 -3.5720 -1.9963
H -0.8565 -1.1491 -1.5964
H 1.7478 -1.4467 1.5899
H -0.0562 -5.9613 -0.9840
H -0.8272 4.9058 1.7870
H -1.3625 -0.6654 0.7169
H -5.0365 3.2998 0.8364
H -0.5986 -3.3607 -2.3118
H -2.6565 -2.9651 1.2296
H -0.0572 3.3529 2.2285
H 0.1820 -6.5107 0.6600
H -3.4325 -4.8367 -0.7911
```

Calculated values
Relative energy (zero: lowest compared OMol25 entry of this formula, charge and spin) (kcal/mol): 48.6
Molecular weight (g/mol): 445.3
DFT total energy (eV): -41176.0948
Total charge: +1
LUMO energy (eV): -3.234



DFT (ωB97M-V/def2-TZVPD) results for C26H30BBrCl2N8O5W as an isolated structure.

Structure (XYZ):
```
74
C26H30BBrCl2N8O5W (ωB97M-V/def2-TZVPD)
W 0.1311 0.1919 0.8973
Br -2.9586 1.1833 -1.3733
Cl 2.6647 -2.8611 -0.9197
Cl -1.7916 -2.7350 2.1606
O -1.9279 -1.6811 -0.9572
O 0.0103 1.1361 -1.0140
O 0.0797 0.0098 2.8619
O 0.2644 -1.1386 -2.3856
O -1.0319 0.5614 4.7229
N 0.1935 2.4373 -2.8078
N -2.3493 -3.6582 -1.9705
N -1.9095 0.5652 1.2474
N 2.9563 1.5855 1.3556
N 2.2015 0.7863 0.5739
N 0.4549 -1.5125 0.6530
N 0.1980 2.4734 1.5210
N 1.1409 2.9716 2.3475
C 1.3090 -3.6374 -0.1724
C 0.1104 1.2326 -2.2421
C 0.3885 -2.8718 0.5594
C -1.9867 -4.7174 -2.8907
C 0.7838 4.1906 2.7518
C -1.6529 -2.5045 -1.8060
C -3.4527 -3.9545 -1.0750
C 0.1454 3.6201 -1.9538
C -4.3070 0.9228 1.0053
C -0.7585 -4.9602 1.0877
C -2.1662 0.6120 2.6422
C -3.4152 0.7430 3.1963
C 0.0903 0.0150 -3.1448
C 0.0113 2.6451 -4.2367
C -4.5370 0.8564 2.3968
C 4.1515 1.1299 -0.4563
C 0.1522 -5.6749 0.3244
C 4.1250 1.8042 0.7586
C -0.4408 4.5126 2.1856
C -0.6409 -3.5886 1.2029
C -0.7650 3.3957 1.4263
C -3.0513 0.8014 0.5002
C -0.4764 -2.2699 -2.7667
C 2.9140 0.5125 -0.5255
C -0.9969 0.4200 3.5225
C 1.1923 -5.0121 -0.3029
B 2.4475 2.1864 2.7066
H -1.5615 -5.4652 1.6072
H -3.4616 0.7420 4.2770
H -3.6421 -3.0896 -0.4464
H 1.4219 4.7485 3.4159
H -0.8572 -2.1681 -3.7896
H -4.3461 -4.1934 -1.6556
H -1.3162 -4.3651 -3.6684
H -1.6428 3.2040 0.8291
H 0.7024 4.4203 -2.4376
H 0.2017 -3.1247 -2.7456
H -5.5338 0.9391 2.8026
H -1.5053 -5.5472 -2.3644
H 4.8613 2.4290 1.2342
H -1.0141 5.4130 2.3181
H -5.1212 1.1053 0.3197
H -3.2079 -4.8084 -0.4386
H 4.9535 1.0902 -1.1718
H 0.4743 3.5901 -4.5105
H 0.5917 3.3959 -0.9897
H 3.2718 2.9829 3.0811
H 2.5032 -0.1400 -1.2786
H -0.8858 3.9410 -1.7926
H 2.2243 1.3072 3.4857
H 1.9314 -5.5542 -0.8765
H 0.4872 1.8601 -4.8175
H -2.8881 -5.0953 -3.3764
H -0.8653 0.0184 -3.6850
H -1.0479 2.6906 -4.5020
H 0.8956 0.0992 -3.8849
H 0.0656 -6.7499 0.2394
```

Calculated values
Relative energy (zero: lowest compared OMol25 entry of this formula, charge and spin) (kcal/mol): 13.1
Molecular weight (g/mol): 880.0
DFT total energy (eV): -147198.9692
2S+1: 3
LUMO energy (alpha / beta) (eV): 0.015 / -0.002



DFT (ωB97M-V/def2-TZVPD) results for a 2-piece molecular cluster, C24H35IN3S overall.

Structure (XYZ):
```
64
C24H35IN3S (ωB97M-V/def2-TZVPD)
I -3.0940 0.4697 4.2272
S -0.0523 4.4620 1.4529
N -0.8791 -3.0046 -0.8929
N 4.2009 4.3211 -1.6250
N -1.3366 3.4573 -0.9946
C -1.6276 -3.7321 -1.9911
C -1.1892 3.1173 1.3844
C 2.9383 4.8786 1.0192
C -1.3819 -2.2238 1.5339
C -1.5721 2.4587 2.5486
C 0.6840 3.4563 -2.3704
C -1.6842 -5.2098 -1.5822
C 5.1263 3.3497 -1.0025
C 0.7984 4.1433 -0.0716
C -2.6641 1.7226 0.0962
C -0.8139 -5.3253 -0.3153
C -2.5145 1.4457 2.4773
C -0.0699 -1.8918 -1.4728
C 2.0430 3.6952 -2.4888
C -3.0626 1.0703 1.2570
C 0.0549 3.6804 -1.1516
C 2.1746 4.3759 -0.1775
C -1.5080 -3.3890 2.5239
C 0.0229 -4.0614 -0.3198
C -1.8679 -2.4110 0.1059
C -1.7327 2.7538 0.1503
C 2.7995 4.1363 -1.4106
C 4.4956 1.9929 -0.7454
C -2.8865 -4.0408 2.5610
H -2.1059 -1.4314 -0.3076
H -2.8903 -4.8755 3.2607
H 0.1165 3.1157 -3.2296
H -2.7794 -3.0038 0.0609
H -3.0979 1.4402 -0.8569
H -0.7381 -4.1465 2.3600
H -0.3584 -1.8365 1.5309
H -1.9887 -1.4076 1.9264
H 3.9606 5.1331 0.7555
H -1.7322 3.0636 -1.8368
H 0.3981 -3.7429 0.6465
H 0.6487 -2.3059 -2.1743
H 0.4477 -1.3757 -0.6673
H -1.2981 -2.9779 3.5126
H 4.4727 5.2636 -1.3832
H -1.4350 -5.3803 0.5767
H -1.1313 2.7577 3.4906
H 5.2878 1.2616 -0.5764
H 0.8645 -4.1510 -1.0062
H -1.0675 -3.5864 -2.9118
H 3.9112 1.6551 -1.6021
H 3.8504 1.9881 0.1340
H 2.4519 5.7608 1.4379
H 2.9426 4.1172 1.8027
H -1.2964 -5.8300 -2.3871
H -3.8101 0.2868 1.2220
H 5.9667 3.2170 -1.6867
H 2.5551 3.5389 -3.4298
H -3.6476 -3.3302 2.8872
H -0.1835 -6.2111 -0.3202
H -2.6027 -3.2666 -2.1055
H -2.7035 -5.5374 -1.3911
H -3.1981 -4.4407 1.5931
H 5.5257 3.7467 -0.0629
H -0.7371 -1.2060 -1.9880
```

Calculated values
Molecular weight (g/mol): 524.5
DFT total energy (eV): -48856.6625
Total charge: +1
LUMO energy (eV): -2.418



Q: Look up the DFT total energy of the third one.
A: -147198.9692 eV